Entry 1:
Here is C2H6I2N3 as an isolated structure at a distorted geometry from the Open Molecules 2025 dataset. Energies are from wB97M-V/def2-TZVPD.

ORCA input file:
```
! RIJCOSX wB97M-V def2-TZVPD def2/J DEFGRID3
* xyz 1 1
C -0.30755 -0.76681 0.33675
C 1.60688 -0.45978 0.96143
N -0.71476 -1.70177 1.01288
N -0.93698 0.08668 -0.58043
N -0.44667 1.35592 -0.96375
I 2.85757 0.54447 -0.52459
I -3.08774 -0.23552 -0.97929
H 1.93436 -1.55954 1.01959
H 1.75019 -0.02528 1.86747
H -1.71220 -2.09034 0.84018
H -1.13101 1.64958 -1.61947
H 0.61330 1.16605 -1.21895
H -0.42539 2.03634 -0.15183
*
```

Computed properties:
E_LUMO: -6.0 eV

Let us look at the Löwdin charges, expressed in e, one per atom:
1. C -0.436
2. C -0.429
3. N 0.109
4. N -0.469
5. N 0.098
6. I 0.843
7. I 0.895
8. H 0.052
9. H -0.044
10. H 0.075
11. H 0.091
12. H 0.019
13. H 0.194



Entry 2:
Here is C23H27Cl5GaN3O as an isolated structure at a distorted geometry from the Open Molecules 2025 dataset. Energies are from wB97M-V/def2-TZVPD.

ORCA input file:
```
! RIJCOSX wB97M-V def2-TZVPD def2/J DEFGRID3
* xyz 2 1
Ga 0.45376 0.63238 -0.42337
C -5.97986 0.05008 -0.28345
C -4.71061 0.18134 0.57092
C -4.97663 1.19535 1.68406
C -3.49686 0.50167 -0.26711
C -2.63898 1.55486 0.01761
C -1.56587 1.87622 -0.83182
C -1.35696 1.15593 -2.06147
C -0.52031 1.73083 -3.16325
C -2.16652 0.02367 -2.26318
C -3.19759 -0.28203 -1.39877
H -6.80962 -0.25033 0.35008
H -5.88255 -0.68550 -1.07393
H -6.23438 1.00354 -0.73505
H -4.51741 -0.79768 1.03205
H -5.18959 2.18034 1.27108
H -4.14174 1.27277 2.37791
H -5.85122 0.88176 2.24975
H -2.82727 2.18509 0.87331
H -1.09275 2.85149 -0.71865
H -0.00638 2.63741 -2.84502
H -1.16649 1.99903 -3.99905
H 0.21319 1.01671 -3.54477
H -2.03728 -0.56147 -3.16482
H -3.81785 -1.13961 -1.61493
Cl 4.70176 5.30607 2.57958
C 3.76660 4.32867 1.53840
C 2.98959 3.29384 2.06547
Cl 2.90761 3.02780 3.75310
C 2.29891 2.46961 1.18658
Cl 1.27874 1.20267 1.77183
C 2.36057 2.62075 -0.19670
O 1.77537 1.73658 -1.02272
C 3.05823 3.72359 -0.70433
Cl 3.02584 4.00879 -2.38890
C 3.76633 4.56788 0.15588
Cl 4.64420 5.88660 -0.46811
C 4.11271 -3.23784 0.49779
C 4.21894 -1.74666 0.21169
N 2.88851 -1.20310 -0.05182
C 1.74719 -1.85841 0.21241
N 0.59501 -1.32747 -0.26770
C -0.58946 -2.18959 -0.40447
C -0.26999 -3.64340 -0.08131
C 0.53125 -3.67721 1.21190
N 1.75892 -2.94565 0.97307
C 3.01197 -3.42509 1.53344
H 5.05990 -3.62217 0.87033
H 3.84967 -3.78225 -0.41050
H 4.85454 -1.56036 -0.65609
H 4.64981 -1.22282 1.07140
H 2.83898 -0.46789 -0.74858
H -0.93549 -2.10963 -1.43742
H -1.38619 -1.82590 0.25347
H 0.32624 -4.08674 -0.88283
H -1.19729 -4.20592 0.02551
H 0.78748 -4.69973 1.49124
H -0.03837 -3.22168 2.03130
H 2.89035 -4.47283 1.80798
H 3.23934 -2.85436 2.44098
*
```

Computed properties:
E_LUMO: -7.0 eV

Let us look at the Löwdin charges, expressed in e, one per atom:
1. Ga 0.641
2. C -0.044
3. C -0.368
4. C -0.066
5. C -0.153
6. C 0.011
7. C -0.089
8. C -0.310
9. C -0.022
10. C -0.027
11. C 0.015
12. H 0.093
13. H 0.072
14. H 0.096
15. H 0.152
16. H 0.096
17. H 0.080
18. H 0.093
19. H 0.122
20. H 0.141
21. H 0.082
22. H 0.116
23. H 0.105
24. H 0.141
25. H 0.134
26. Cl 0.756
27. C -0.695
28. C -0.691
29. Cl 0.756
30. C -0.544
31. Cl 0.926
32. C -0.405
33. O -0.139
34. C -0.605
35. Cl 0.782
36. C -0.683
37. Cl 0.771
38. C -0.126
39. C -0.136
40. N 0.100
41. C -0.358
42. N 0.002
43. C -0.194
44. C -0.122
45. C -0.106
46. N -0.023
47. C -0.106
48. H 0.134
49. H 0.131
50. H 0.138
51. H 0.132
52. H 0.129
53. H 0.109
54. H 0.120
55. H 0.135
56. H 0.134
57. H 0.138
58. H 0.144
59. H 0.136
60. H 0.145



Entry 3:
Here is a single C2H6N2 molecule at a distorted geometry from the Open Molecules 2025 dataset. Energies are from wB97M-V/def2-TZVPD.

ORCA input file:
```
! RIJCOSX wB97M-V def2-TZVPD def2/J DEFGRID3
* xyz 0 1
N -0.40810 0.33707 1.41442
C -0.84734 0.04890 0.06850
C -0.01048 -0.04017 -0.96055
N 1.38064 0.14514 -0.79870
H -0.97496 -0.24958 2.01185
H -0.54083 1.30696 1.66997
H -1.80918 -0.44248 0.01383
H -0.31616 -0.51789 -1.88534
H 1.86130 -0.26335 -1.58761
H 1.66510 -0.32461 0.05362
*
```

Computed properties:
E_LUMO: 1.1 eV
SMILES: N/C=C\N

Let us look at the Löwdin charges, expressed in e, one per atom:
1. N 0.002
2. C -0.235
3. C -0.233
4. N 0.018
5. H 0.061
6. H 0.069
7. H 0.084
8. H 0.099
9. H 0.065
10. H 0.071



Entry 4:
Here is a single C2H5NS molecule at a distorted geometry from the Open Molecules 2025 dataset. Energies are from wB97M-V/def2-TZVPD.

ORCA input file:
```
! RIJCOSX wB97M-V def2-TZVPD def2/J DEFGRID3
* xyz 0 1
C 0.00915 -0.15243 -0.37104
C 1.27365 -0.76665 -0.22630
N -2.20620 1.33624 1.06781
S -0.69306 0.73465 0.99430
H -0.43082 -0.05164 -1.30151
H 1.39622 -0.93822 0.87234
H 2.14687 -0.23773 -0.69310
H 1.17462 -1.73164 -0.71510
H -2.67043 1.80742 0.37260
*
```

Computed properties:
E_LUMO (spin up / spin down): -0.2 / -0.4 eV

Let us look at the Löwdin charges, expressed in e, one per atom:
1. C -0.450
2. C -0.225
3. N -0.409
4. S 0.880
5. H 0.032
6. H 0.080
7. H 0.100
8. H 0.080
9. H -0.089



Entry 5:
Here is an isolated ion of composition C7H15NPS and charge +1 at a distorted geometry from the Open Molecules 2025 dataset. Energies are from wB97M-V/def2-TZVPD.

ORCA input file:
```
! RIJCOSX wB97M-V def2-TZVPD def2/J DEFGRID3
* xyz 1 1
C 1.00775 -0.86803 -2.23073
C -0.04579 -1.86891 -1.65725
C 0.46766 0.59411 -2.07496
C -0.56692 -1.38610 -0.32341
C 0.26573 1.06725 -0.63777
C -0.95707 0.17877 -0.25338
C -0.37422 0.38500 2.36364
N -0.52187 1.37619 3.48684
P 1.68289 1.04413 0.60207
S -1.83951 0.64662 1.34209
H 2.02034 -0.92708 -1.59644
H 1.14344 -1.20253 -3.17191
H -0.84993 -1.92111 -2.34763
H 0.55719 -2.72250 -1.69181
H 1.19283 1.30545 -2.53379
H -0.51559 0.84241 -2.47489
H -1.54413 -1.79080 0.06912
H 0.15752 -1.31473 0.46366
H -0.30757 2.09242 -0.54588
H -1.84515 0.22343 -0.82234
H -0.05559 -0.57048 2.82489
H -0.71741 2.35812 3.09710
H 0.43438 1.46213 3.95895
H -1.12206 1.01096 4.14121
H 2.33307 -0.01473 0.01262
*
```

Computed properties:
E_LUMO (spin up / spin down): -4.9 / -5.0 eV

Let us look at the Löwdin charges, expressed in e, one per atom:
1. C -0.152
2. C -0.168
3. C -0.211
4. C -0.182
5. C -0.602
6. C -0.594
7. C -0.521
8. N 0.064
9. P 1.032
10. S 0.910
11. H 0.126
12. H 0.067
13. H 0.111
14. H 0.096
15. H 0.121
16. H 0.117
17. H 0.121
18. H 0.060
19. H 0.131
20. H 0.066
21. H 0.077
22. H 0.184
23. H 0.189
24. H 0.105
25. H -0.148



Entry 6:
Here is a single C18H24ClF3O8S2 molecule at a distorted geometry from the Open Molecules 2025 dataset. Energies are from wB97M-V/def2-TZVPD.

ORCA input file:
```
! RIJCOSX wB97M-V def2-TZVPD def2/J DEFGRID3
* xyz 0 1
C 3.48552 -2.33486 -0.37911
C 3.37425 -0.91129 -0.13094
C 2.19308 -0.12614 0.59943
C 1.03320 0.11977 -0.51365
C 0.34499 1.59263 -0.33730
C 0.19612 2.34641 -1.76695
O -0.95674 2.72978 -2.11281
O 1.30604 2.63664 -2.62615
C 1.67464 4.02731 -2.44045
C 3.19888 4.37299 -2.01547
O 0.90353 4.98798 -2.61709
C -0.01419 -1.07501 -0.70552
S 0.59144 -2.07220 -2.19877
C -1.52150 -0.63746 -1.07633
C -2.34558 -1.77092 -1.91113
C -3.95573 -1.53378 -1.81935
C -4.51492 -1.43482 -0.31642
O -5.38862 -0.27737 -0.24572
C -4.80069 0.81939 0.49169
S 0.00425 -2.20777 0.76175
O -1.45091 -2.59861 1.00616
O 0.71351 -3.52836 0.52383
O 0.47743 -1.37980 2.11813
C 1.71113 -0.64736 2.02326
C 1.45911 0.68774 2.94678
C 0.08469 0.57372 3.80635
O -1.01831 0.85939 3.26185
Cl 0.00750 0.11439 5.56635
C 2.80458 -1.49755 2.87108
F 2.77237 -2.89585 2.56450
F 2.40074 -1.45807 4.25680
F 4.10294 -0.94884 2.85290
H 3.15105 -2.89382 -1.31501
H 4.03697 -2.97261 0.41460
H 4.24073 -0.27976 -0.57420
H 2.61941 0.93811 0.78289
H 1.60878 0.20607 -1.51711
H 1.04937 2.29132 0.26363
H -0.63128 1.56537 0.24878
H 3.74609 4.69057 -2.97583
H 3.14167 5.29850 -1.33001
H 3.70389 3.47678 -1.51546
H 0.19800 -3.41123 -2.01933
H -2.03722 -0.34860 -0.10087
H -1.57627 0.29781 -1.75479
H -2.11184 -1.71671 -3.04227
H -2.08785 -2.81553 -1.48630
H -4.23369 -0.63765 -2.48740
H -4.45185 -2.44834 -2.32873
H -3.72203 -1.48962 0.50201
H -5.19596 -2.35909 -0.16016
H -3.71072 0.66808 0.79482
H -5.42315 1.06331 1.42790
H -4.83231 1.77602 -0.15670
H 2.36511 0.94332 3.59746
H 1.28037 1.62558 2.29440
*
```

Computed properties:
E_LUMO: -1.4 eV
SMILES: C=C[C@H]1[C@H](CC(=O)OC(C)=O)[C@](S)(CCCCOC)S(=O)(=O)O[C@@]1(CC(=O)Cl)C(F)(F)F

Let us look at the Löwdin charges, expressed in e, one per atom:
1. C -0.001
2. C -0.130
3. C -0.186
4. C -0.235
5. C -0.018
6. C -0.323
7. O 0.092
8. O 0.029
9. C -0.367
10. C 0.006
11. O 0.097
12. C -0.630
13. S 0.811
14. C -0.200
15. C -0.229
16. C -0.149
17. C -0.212
18. O -0.227
19. C -0.114
20. S 0.795
21. O -0.315
22. O -0.327
23. O -0.184
24. C -0.283
25. C -0.030
26. C -0.657
27. O -0.019
28. Cl 0.635
29. C -0.307
30. F 0.077
31. F 0.035
32. F 0.099
33. H 0.051
34. H 0.090
35. H 0.123
36. H 0.144
37. H 0.131
38. H 0.125
39. H 0.134
40. H 0.100
41. H 0.102
42. H 0.081
43. H -0.046
44. H 0.090
45. H 0.131
46. H 0.103
47. H 0.102
48. H 0.124
49. H 0.114
50. H 0.107
51. H 0.131
52. H 0.075
53. H 0.096
54. H 0.099
55. H 0.141
56. H 0.120



Entry 7:
Here is a 2-piece molecular cluster, C5H8O overall from the Open Molecules 2025 dataset. Energies are from wB97M-V/def2-TZVPD.

ORCA input file:
```
! RIJCOSX wB97M-V def2-TZVPD def2/J DEFGRID3
* xyz 0 1
C 0.31915 0.24786 -1.53901
C 0.80121 -1.08560 -1.36341
C 0.96827 -0.09167 -0.12912
C 0.05647 -0.15900 0.87554
C -1.23069 -0.32777 1.48948
O -0.04261 0.24914 2.13869
H -0.77514 0.31090 -1.47137
H -0.09082 2.30984 -0.53041
H 1.82655 -1.31133 -1.66233
H 0.18078 -1.98018 -1.24442
H 1.96371 0.26451 0.11922
H -0.42198 2.47895 0.11722
H -2.02750 0.39581 1.32914
H -1.52739 -1.30145 1.87078
*
```

Computed properties:
E_LUMO (spin up / spin down): 0.5 / 0.5 eV

Let us look at the Löwdin charges, expressed in e, one per atom:
1. C -0.118
2. C -0.158
3. C -0.253
4. C -0.265
5. C 0.002
6. O 0.068
7. H 0.044
8. H 0.040
9. H 0.100
10. H 0.102
11. H 0.141
12. H 0.062
13. H 0.118
14. H 0.117



It is found that the total energy values, taken in the order of the records, are -22831.1520; -145782.5938; -5150.5717; -14477.2099; -29105.3879; -77768.7798; -7355.5239 eV.
It is found that the relative energy (zero: lowest compared OMol25 entry of this formula, charge and spin) values, taken in the order of the records, are 107.7; 5.7; 31.1; 72.1; 60.7; 172.1; 155.2 kcal per mole.